1.
A molecular structure, C36H27N4NaP at a distorted geometry. Source: OMol25; level of theory: ωB97M-V/def2-TZVPD.

Properties
Largest force on an atom = 0.02408 Eh/bohr
Total charge = -1
HOMO energy = -3.60 eV
Electronic energy = -2110.82713 Eh
HOMO-LUMO gap = 5.941 eV
Relative energy (zero: lowest compared OMol25 entry of this formula, charge and spin) = 3.5 kcal per mole

XYZ file:
```
69
C36H27N4NaP (ωB97M-V/def2-TZVPD)
Na -0.006 0.541 1.416
C -4.366 0.643 1.080
C -2.991 0.354 1.095
N -2.064 1.281 1.118
C -2.411 2.586 1.115
C -3.776 2.980 1.080
C -4.749 1.957 1.070
C -4.120 4.349 1.056
C -3.112 5.276 1.062
C -1.761 4.909 1.102
C -1.337 3.572 1.146
N -0.097 3.050 1.223
C 1.099 3.661 1.172
C 1.415 5.019 1.001
C 2.729 5.487 0.891
C 3.807 4.643 0.923
C 3.576 3.264 1.111
C 4.631 2.327 1.129
C 4.369 1.005 1.362
C 3.039 0.627 1.599
N 2.030 1.465 1.554
C 2.253 2.770 1.285
H -5.089 -0.161 1.075
H -2.641 -0.676 1.095
H -5.798 2.233 1.055
H -5.164 4.640 1.036
H -3.361 6.331 1.040
H -1.053 5.718 1.113
H 0.640 5.759 0.932
H 2.889 6.553 0.769
H 4.821 5.010 0.816
H 5.644 2.672 0.956
H 5.156 0.262 1.367
H 2.789 -0.399 1.849
N 0.114 -1.538 1.371
P 0.114 -2.188 0.008
C 0.329 -1.202 -1.552
C 0.349 -1.788 -2.816
C 0.472 -1.004 -3.953
C 0.578 0.377 -3.844
C 0.568 0.971 -2.591
C 0.447 0.180 -1.457
C 1.409 -3.502 -0.285
C 1.342 -4.638 -1.086
C 2.402 -5.534 -1.134
C 3.543 -5.315 -0.377
C 3.621 -4.193 0.437
C 2.558 -3.305 0.483
C -1.423 -3.124 -0.409
C -1.673 -4.222 0.421
C -2.896 -4.871 0.400
C -3.903 -4.417 -0.443
C -3.670 -3.327 -1.268
C -2.439 -2.684 -1.252
H 0.262 -2.864 -2.911
H 0.484 -1.472 -4.931
H 0.669 0.986 -4.735
H 0.653 2.046 -2.487
H 0.444 0.646 -0.484
H 0.451 -4.839 -1.672
H 2.338 -6.412 -1.766
H 4.361 -6.026 -0.403
H 4.501 -4.021 1.046
H 2.558 -2.449 1.144
H -0.884 -4.541 1.092
H -3.074 -5.721 1.049
H -4.870 -4.907 -0.449
H -4.456 -2.975 -1.927
H -2.270 -1.834 -1.904
```

natural (NBO) analysis output, partial charges in e: 0.8789, -0.2771, 0.0445, -0.4768, 0.2125, -0.1026, -0.1434, -0.2890, -0.1784, -0.3241, 0.1897, -0.6472, 0.1905, -0.3279, -0.1763, -0.2933, -0.1009, -0.1418, -0.2765, 0.0387, -0.4733, 0.2115, 0.2109, 0.2152, 0.1984, 0.1949, 0.1952, 0.1956, 0.1961, 0.1954, 0.1950, 0.1995, 0.2092, 0.2057, -1.5055, 1.6709, -0.3994, -0.2049, -0.2291, -0.2085, -0.2341, -0.1126, -0.2828, -0.2449, -0.2173, -0.2284, -0.2251, -0.2089, -0.3962, -0.1241, -0.2455, -0.2300, -0.2142, -0.2155, 0.2124, 0.2012, 0.2014, 0.2182, 0.1889, 0.2109, 0.1992, 0.1999, 0.2021, 0.2336, 0.2133, 0.2022, 0.2004, 0.2019, 0.2217

=====

2.
A single C7H9N molecule at a distorted geometry. Source: OMol25; level of theory: ωB97M-V/def2-TZVPD.

Properties
Largest force on an atom = 0.24726 Eh/bohr
Total charge = 0
HOMO energy = -7.93 eV
Electronic energy = -326.76685 Eh
SMILES = CNc1ccccc1
HOMO-LUMO gap = 8.904 eV
Relative energy (zero: lowest compared OMol25 entry of this formula, charge and spin) = 77.9 kcal per mole

XYZ file:
```
17
C7H9N (ωB97M-V/def2-TZVPD)
C 1.084 -2.404 0.223
N 1.095 -1.090 0.814
C 0.299 -0.055 0.346
C -0.366 -0.164 -0.881
C -1.209 0.841 -1.447
C -1.240 2.064 -0.664
C -0.504 2.168 0.447
C 0.148 1.114 0.979
H 0.209 -2.743 0.226
H 1.475 -2.409 -0.873
H 1.862 -3.081 0.986
H 1.195 -1.076 1.801
H -0.351 -1.113 -1.356
H -1.809 0.859 -2.151
H -2.074 2.708 -1.259
H -0.695 3.000 0.974
H 0.881 1.381 1.836
```

natural (NBO) analysis output, partial charges in e: -0.3531, -0.6033, 0.1407, -0.2631, -0.1583, -0.2231, -0.2323, -0.2303, 0.1558, 0.1951, 0.1935, 0.3795, 0.1974, 0.1795, 0.2114, 0.2086, 0.2018

=====

3.
A molecular structure, C9H34AsF6O8 at a distorted geometry. Source: OMol25; level of theory: ωB97M-V/def2-TZVPD.

Properties
Largest force on an atom = 0.05311 Eh/bohr
Total charge = 0
⟨S²⟩ = 0.754
HOMO energy (spin up / spin down) = -10.13 / -10.13 eV
Electronic energy = -3800.10598 Eh
HOMO-LUMO gap (spin up / spin down) = 9.359 / 2.804 eV
Multiplicity = 2

XYZ file:
```
58
C9H34AsF6O8 (ωB97M-V/def2-TZVPD)
As 18.487 -0.580 -14.663
F 17.485 -1.436 -15.902
F 17.369 -0.964 -13.338
F 19.419 0.324 -13.387
F 19.837 -0.188 -15.857
F 17.612 0.887 -15.179
F 19.322 -2.124 -14.414
O 15.391 -2.961 -17.457
H 14.470 -2.809 -17.242
H 15.821 -2.125 -17.276
O 19.195 -1.688 -18.162
H 19.619 -2.374 -17.647
H 19.150 -0.936 -17.571
O 21.730 -3.467 -13.518
H 22.295 -3.129 -14.212
H 21.013 -2.835 -13.463
O 17.753 -4.401 -13.967
H 18.322 -3.884 -14.539
H 17.883 -4.026 -13.096
O 14.844 0.638 -13.135
H 15.682 1.023 -13.391
H 15.044 0.126 -12.351
C 20.297 3.348 -14.749
C 21.251 3.513 -15.953
C 22.720 3.261 -15.480
O 20.740 2.594 -16.911
H 20.509 2.394 -14.268
H 19.245 3.355 -15.036
H 20.468 4.154 -14.035
H 21.184 4.487 -16.437
H 23.173 4.152 -15.046
H 23.258 2.880 -16.348
H 22.720 2.493 -14.706
H 20.429 1.806 -16.459
C 19.175 3.600 -10.130
C 18.282 2.553 -10.767
C 17.842 2.873 -12.156
O 19.028 1.350 -10.789
H 18.581 4.499 -10.293
H 20.072 3.749 -10.731
H 19.467 3.416 -9.096
H 17.400 2.429 -10.138
H 18.723 2.923 -12.797
H 17.403 3.869 -12.106
H 17.089 2.263 -12.654
H 19.395 1.283 -11.674
C 22.305 -0.303 -11.252
C 22.807 -0.235 -9.810
C 22.179 0.774 -8.904
O 22.573 -1.430 -9.165
H 22.340 0.671 -11.739
H 21.237 -0.520 -11.234
H 22.864 -0.910 -11.964
H 23.893 -0.142 -9.798
H 22.686 1.714 -9.125
H 22.462 0.481 -7.893
H 21.105 0.865 -9.070
H 22.850 -1.260 -8.262
```

natural (NBO) analysis output, partial charges in e: 2.7996, -0.6069, -0.6179, -0.6711, -0.6354, -0.6139, -0.6277, -0.9365, 0.4585, 0.4782, -0.9415, 0.4634, 0.4756, -0.9413, 0.4642, 0.4767, -0.9386, 0.4797, 0.4585, -0.9214, 0.4604, 0.4664, -0.6575, 0.1093, -0.6389, -0.7182, 0.2022, 0.2241, 0.1914, 0.1752, 0.2077, 0.2324, 0.1928, 0.4795, -0.5751, 0.0523, -0.6644, -0.1827, 0.2667, 0.2398, 0.2575, 0.2658, 0.2487, 0.2456, 0.2639, 0.5358, -0.6238, 0.0883, -0.6141, -0.6955, 0.1967, 0.2010, 0.2479, 0.1585, 0.2047, 0.2031, 0.1946, 0.4563

=====

4.
A single C11H12FNO molecule. Source: OMol25; level of theory: ωB97M-V/def2-TZVPD.

Properties
Largest force on an atom = 0.00914 Eh/bohr
Total charge = 0
HOMO energy = -8.14 eV
Electronic energy = -656.19894 Eh
SMILES = CN(C)/C=C/C(=O)c1ccccc1F
HOMO-LUMO gap = 8.798 eV
Relative energy (zero: lowest compared OMol25 entry of this formula, charge and spin) = 0.0 kcal per mole

XYZ file:
```
26
C11H12FNO (ωB97M-V/def2-TZVPD)
C -2.724 -1.575 -0.609
N -2.450 -0.241 -0.144
C -3.614 0.492 0.276
C -1.194 0.225 -0.064
C -0.777 1.449 0.339
C 0.604 1.852 0.381
O 0.953 3.009 0.565
C 1.655 0.795 0.178
C 2.648 0.994 -0.775
C 3.661 0.069 -0.955
C 3.713 -1.067 -0.164
C 2.752 -1.276 0.810
C 1.740 -0.347 0.966
F 0.818 -0.572 1.932
H -3.188 -2.169 0.184
H -3.412 -1.546 -1.459
H -1.805 -2.067 -0.921
H -3.337 1.474 0.643
H -4.129 -0.048 1.077
H -4.308 0.609 -0.561
H -0.449 -0.490 -0.393
H -1.470 2.228 0.618
H 2.609 1.892 -1.373
H 4.416 0.239 -1.707
H 4.506 -1.787 -0.296
H 2.778 -2.143 1.452
```

natural (NBO) analysis output, partial charges in e: -0.3933, -0.3906, -0.4083, 0.1316, -0.4525, 0.5271, -0.5665, -0.2072, -0.1472, -0.2306, -0.1875, -0.2859, 0.4073, -0.3287, 0.1940, 0.1950, 0.2121, 0.2221, 0.1990, 0.1989, 0.2036, 0.2166, 0.2286, 0.2169, 0.2168, 0.2289

=====

5.
2 unconnected molecules or ions with the total composition C20H19N2 at a distorted geometry. Source: OMol25; level of theory: ωB97M-V/def2-TZVPD.

Properties
Largest force on an atom = 0.03403 Eh/bohr
Total charge = +1
HOMO energy = -11.66 eV
Electronic energy = -882.81481 Eh
HOMO-LUMO gap = 7.291 eV
Relative energy (zero: lowest compared OMol25 entry of this formula, charge and spin) = 4.2 kcal per mole

XYZ file:
```
41
C20H19N2 (ωB97M-V/def2-TZVPD)
C 2.343 1.716 1.895
N 1.242 0.758 2.039
C 1.564 -0.588 1.918
C 2.885 -1.018 1.651
C 3.151 -2.364 1.403
C 2.120 -3.321 1.459
C 0.828 -2.931 1.767
C 0.509 -1.562 1.950
C -0.812 -1.140 2.067
C -1.126 0.214 2.132
C -0.076 1.200 2.089
C -0.440 2.567 2.007
C -1.781 2.944 1.962
C -2.803 1.978 2.027
C -2.476 0.640 2.150
H 1.981 2.734 2.020
H 3.138 1.540 2.633
H 2.780 1.621 0.890
H 3.705 -0.298 1.615
H 4.170 -2.681 1.190
H 2.342 -4.368 1.259
H 0.020 -3.655 1.858
H -1.608 -1.848 1.820
H 0.310 3.359 1.959
H -2.039 3.999 1.900
H -3.847 2.287 1.981
H -3.245 -0.127 2.244
C -3.839 -4.423 7.051
C -3.215 -3.732 5.874
C -2.191 -2.803 6.065
C -1.627 -2.171 4.947
N -2.051 -2.442 3.711
C -3.031 -3.332 3.513
C -3.644 -4.002 4.572
H -4.623 -5.115 6.724
H -3.097 -5.000 7.623
H -4.293 -3.705 7.749
H -1.830 -2.566 7.064
H -0.820 -1.438 5.076
H -3.357 -3.535 2.488
H -4.437 -4.719 4.385
```

natural (NBO) analysis output, partial charges in e: -0.4181, -0.3244, 0.2068, -0.2575, -0.1199, -0.2234, -0.1295, -0.0838, 0.0544, -0.1864, 0.3135, -0.2829, -0.1171, -0.2227, -0.1112, 0.2284, 0.2285, 0.2245, 0.2357, 0.2393, 0.2393, 0.2329, 0.2577, 0.2294, 0.2389, 0.2394, 0.2338, -0.6442, 0.0425, -0.2343, 0.0458, -0.4856, 0.0343, -0.2364, 0.2256, 0.2374, 0.2374, 0.2276, 0.1966, 0.1981, 0.2293